Computed, not measured: a cluster of 3 separate species, C52H66BrFN4O7PS in total, with ωB97M-V with the def2-TZVPD basis set.

Output
charge	+1
Kohn-Sham gap	7.37	eV
calculated total energy	-6179.54024	a.u.

XYZ file:
```
133
Properties=species:S:1:pos:R:3:forces:R:3
C 0.321 -1.881 3.056 -0.305 0.859 0.241
C -0.906 -1.242 2.114 1.021 -0.823 1.765
C -2.255 -1.320 3.105 1.894 -2.894 -0.265
N -3.400 -0.498 2.736 -0.717 1.385 0.784
C -4.669 -1.074 2.323 -3.076 -1.739 -1.506
C -4.742 -1.719 0.779 -1.046 -0.849 0.346
C -3.621 -2.829 0.425 -0.306 0.228 -1.690
F -4.201 -3.692 -0.673 1.071 1.753 2.269
C -5.271 -2.325 3.262 1.534 -0.729 0.170
C -5.078 -2.109 4.868 -0.881 -1.791 0.527
C -5.179 -3.633 5.550 -0.227 0.750 -1.543
Br -5.291 -3.337 7.548 0.137 -0.483 -1.476
C -5.982 -0.029 2.278 0.400 -1.260 -1.653
N -5.855 0.908 3.437 -2.664 -0.378 -0.071
C -4.530 1.575 3.643 -0.598 0.695 1.627
S -4.087 1.183 5.469 -0.477 0.654 -0.139
P -4.848 3.446 3.641 0.879 3.626 0.615
N -5.895 3.974 2.275 -1.406 -1.061 2.210
O -5.803 3.886 5.074 -1.299 -2.292 -3.027
C -3.256 1.016 2.788 0.249 -1.491 -0.130
C -3.115 1.449 1.242 0.038 -0.106 -1.487
C -2.971 2.978 0.777 1.464 0.943 -1.178
N -4.064 3.488 -0.188 1.830 -0.246 -1.642
C -3.632 4.923 -0.556 -0.549 1.241 -1.072
C -4.270 6.075 0.416 0.037 -0.819 -0.040
C -3.948 2.761 -1.542 3.672 -1.273 -3.789
C -5.297 1.999 -2.157 -0.126 0.987 -0.029
O -2.848 2.732 -2.297 -6.274 0.339 4.905
O -2.115 1.210 3.677 -1.495 0.300 -1.704
C -1.398 2.438 3.650 3.202 2.315 0.240
C -0.134 2.522 2.554 -0.277 0.579 0.159
C 1.237 1.811 3.127 0.573 -0.172 -0.574
C 0.093 4.131 2.172 0.481 -0.815 -0.629
C 1.066 4.902 3.243 -0.268 0.263 -0.533
C 0.705 4.108 0.616 0.096 -0.289 0.598
H -0.067 -2.765 3.744 0.883 1.660 -1.701
H 0.640 -1.016 3.777 -0.496 -1.732 -1.227
H 1.263 -2.173 2.418 -2.003 0.403 1.291
H -0.572 -0.146 1.883 -0.884 -2.183 0.140
H -0.979 -1.951 1.188 -0.179 1.738 1.555
H -2.550 -2.474 2.981 0.276 2.613 0.327
H -1.885 -1.285 4.242 -0.935 0.497 -2.458
H -4.803 -0.907 -0.058 0.410 -1.440 1.535
H -5.799 -2.275 0.759 2.296 1.089 -0.103
H -3.318 -3.574 1.271 -0.605 1.586 -1.627
H -2.710 -2.275 -0.088 -1.765 -1.475 1.278
H -6.384 -2.611 2.954 2.389 0.867 0.759
H -4.632 -3.294 2.982 -1.380 2.056 0.617
H -5.995 -1.517 5.350 2.141 -1.003 -0.997
H -4.040 -1.692 5.208 -2.190 -0.486 -0.953
H -4.216 -4.260 5.256 -2.139 1.297 0.914
H -6.171 -4.165 5.163 2.272 1.054 1.125
H -7.009 -0.604 2.396 2.358 1.041 -0.186
H -6.057 0.544 1.248 0.386 -0.802 2.318
H -6.164 0.392 4.315 0.866 0.505 -1.143
H -6.600 1.658 3.309 1.075 -1.131 0.176
H -5.214 1.616 6.219 0.953 -0.190 -1.435
H -6.013 5.025 2.333 0.565 -1.501 0.018
H -6.890 3.617 2.398 1.241 0.494 -0.524
H -6.761 3.652 4.808 1.763 0.799 1.027
H -4.028 1.006 0.610 1.835 0.885 1.725
H -2.175 0.855 0.803 -2.127 1.245 1.295
H -1.968 3.071 0.134 -1.926 -0.354 1.625
H -2.882 3.804 1.595 -0.349 -1.839 -1.238
H -4.036 5.088 -1.667 0.893 -0.067 2.488
H -2.471 5.054 -0.614 -2.027 -0.463 0.158
H -5.452 6.032 0.272 2.626 0.331 0.481
H -3.825 7.116 0.120 -1.014 -2.007 0.493
H -3.964 5.863 1.546 -0.751 0.483 -2.356
H -5.031 1.172 -2.951 -0.212 1.733 1.862
H -5.997 1.592 -1.310 1.467 0.749 -1.525
H -5.937 2.815 -2.748 1.453 -1.617 1.385
H -0.838 2.544 4.703 -1.535 -0.487 -2.141
H -1.983 3.442 3.530 0.398 -2.233 0.190
H -0.391 1.998 1.532 0.231 0.969 2.120
H 1.344 0.732 2.635 -0.199 2.327 1.317
H 2.221 2.397 2.793 -2.288 -1.211 0.624
H 1.275 1.739 4.307 -0.255 0.094 -2.455
H -0.921 4.712 2.105 1.722 -1.233 0.335
H 0.840 6.053 3.178 0.532 -2.222 0.152
H 0.882 4.561 4.357 0.424 0.597 -2.306
H 2.180 4.735 2.924 -2.085 0.286 0.849
H 1.570 4.894 0.549 -1.813 -1.410 -0.237
H 1.155 3.032 0.367 -0.835 2.401 0.615
H -0.173 4.293 -0.154 2.024 -0.143 1.505
C 8.559 2.828 1.745 -0.092 -0.142 -0.314
C 7.360 2.781 2.456 -0.247 -0.171 -0.239
C 6.222 2.224 1.870 0.284 0.150 0.151
C 6.281 1.722 0.565 0.260 0.284 0.465
C 7.473 1.791 -0.155 0.300 0.275 0.530
C 8.618 2.335 0.441 -0.036 0.110 0.281
C 7.533 1.310 -1.550 1.303 0.058 -0.809
O 8.581 1.367 -2.181 -0.674 -0.029 0.420
C 6.311 0.768 -2.176 -0.304 -0.238 -0.547
C 6.339 0.362 -3.517 -0.294 -0.123 -0.122
C 5.191 -0.165 -4.113 0.280 0.148 0.195
C 4.017 -0.295 -3.371 0.071 0.131 0.360
C 3.985 0.113 -2.037 0.036 -0.079 -0.345
C 5.132 0.655 -1.441 -0.311 -0.240 -0.416
C 5.077 1.118 -0.041 -1.075 -0.126 0.626
O 4.044 1.007 0.611 0.399 0.081 -0.250
H 9.448 3.254 2.205 -0.163 -0.088 -0.107
H 7.311 3.177 3.468 0.000 -0.087 -0.186
H 5.291 2.186 2.433 0.162 -0.094 -0.266
H 9.556 2.379 -0.109 -0.322 -0.076 -0.012
H 7.252 0.458 -4.102 -0.145 0.030 0.305
H 5.214 -0.474 -5.155 -0.022 0.007 0.217
H 3.125 -0.712 -3.833 0.188 0.068 0.066
H 3.063 0.013 -1.466 0.313 0.108 -0.003
C 1.776 -7.163 -4.747 0.274 0.012 -0.236
C 1.654 -5.827 -4.363 0.278 0.180 -0.230
C 2.481 -4.859 -4.935 -0.220 -0.234 0.161
C 3.441 -5.228 -5.885 -0.447 -0.174 0.401
C 3.579 -6.567 -6.250 -0.512 -0.142 0.417
C 2.736 -7.535 -5.689 -0.202 0.095 0.217
C 4.621 -6.975 -7.215 0.187 -1.463 -0.440
O 4.740 -8.150 -7.539 -0.096 0.750 0.225
C 5.522 -5.948 -7.775 0.535 0.151 -0.375
C 6.551 -6.329 -8.646 0.203 0.221 -0.133
C 7.400 -5.363 -9.191 -0.302 -0.180 0.204
C 7.217 -4.017 -8.877 -0.288 0.001 0.236
C 6.196 -3.635 -8.005 0.237 -0.107 -0.185
C 5.353 -4.604 -7.446 0.461 0.197 -0.359
C 4.298 -4.194 -6.498 -0.121 1.338 0.285
O 4.140 -3.012 -6.217 0.070 -0.575 -0.097
H 1.125 -7.916 -4.308 0.136 0.127 -0.098
H 0.914 -5.539 -3.620 0.133 -0.039 -0.147
H 2.377 -3.817 -4.635 0.152 -0.216 -0.206
H 2.829 -8.580 -5.979 0.126 0.305 -0.032
H 6.699 -7.378 -8.899 -0.193 0.228 0.159
H 8.202 -5.662 -9.863 -0.170 0.038 0.132
H 7.873 -3.263 -9.307 -0.137 -0.135 0.093
H 6.063 -2.583 -7.761 -0.095 -0.315 0.043
```
Forces are in eV/Å.